(1)
# C12H10BrCl3LaO2

A structure of composition C12H10BrCl3LaO2 (ωB97M-V/def2-TZVPD, the OMol25 dataset).

Last column: Löwdin charge in e.
Element x y z (Å)
C -1.19 -1.23 -1.87  -0.190
C -1.61 -2.37 -1.16  -0.291
C -2.69 -1.97 -0.31  -0.347
H -1.15 -3.36 -1.23  0.081
C -2.87 -0.56 -0.46  -0.259
C -1.94 -0.12 -1.45  -0.181
H -1.88 0.88 -1.90  0.103
H -0.44 -1.21 -2.71  0.101
H -3.14 -2.59 0.46  0.086
H -3.53 0.08 0.08  0.093
La -0.80 -1.18 1.26  1.407
Br 1.29 -3.05 0.91  -0.290
C 2.96 1.28 -0.37  -0.125
C 2.05 2.01 -1.18  -0.080
C 1.74 1.21 -2.32  -0.092
H 1.53 2.93 -0.89  0.106
C 2.47 -0.02 -2.22  -0.127
C 3.20 0.02 -1.00  -0.085
H 3.74 -0.83 -0.55  0.104
H 3.30 1.57 0.63  0.093
H 0.99 1.44 -3.09  0.100
H 2.37 -0.89 -2.88  0.088
Cl -0.59 1.39 5.22  0.603
C -0.34 0.92 3.62  -1.366
Cl 1.20 0.25 3.25  0.579
Cl -2.01 -0.78 3.64  -0.043
C -0.80 1.89 2.46  -0.792
O -1.17 2.99 2.77  0.025
O -0.68 1.31 1.28  -0.304

Charge: -1
HOMO level (alpha / beta) in eV: -5.6834 / -4.2898
Energy above the lowest of the compared OMol25 structures with the same formula, charge and spin in eV: 1.664
Lowest unoccupied orbital energy (alpha / beta) in Eh: 0.095 / 0.023
Orbital gap (alpha / beta) in eV: 8.258 / 4.902

---

(2)
# C12H10BrF5Pt

A structure of composition C12H10BrF5Pt (ωB97M-V/def2-TZVPD, the OMol25 dataset).

Last column: Mulliken spin population.
Element x y z (Å)
C 2.08 -0.34 0.66  0.169
C 1.28 -0.13 1.81  0.080
C 0.06 -0.83 1.65  0.273
H 1.57 0.42 2.71  0.014
C 0.05 -1.50 0.40  -0.042
C 1.37 -1.34 -0.19  0.070
H 1.78 -1.92 -1.01  0.002
H 3.12 -0.06 0.52  0.006
H -0.68 -0.98 2.43  0.016
H -0.66 -2.24 0.05  -0.015
Pt 0.40 0.43 -0.90  0.961
Br 1.69 2.49 -1.01  0.242
C 1.31 1.60 -4.66  -0.002
C 1.93 0.34 -4.89  0.001
C 3.25 0.39 -4.32  -0.001
H 1.49 -0.52 -5.39  0.000
C 3.43 1.68 -3.74  -0.006
C 2.23 2.42 -3.95  -0.001
H 2.03 3.44 -3.62  0.005
H 0.31 1.88 -4.95  0.001
H 3.98 -0.42 -4.33  0.000
H 4.31 2.02 -3.20  0.004
F -2.04 -0.73 -1.82  0.003
C -1.69 0.43 -1.13  0.229
F -2.13 1.51 -1.85  -0.006
C -2.48 0.41 0.26  -0.009
F -3.73 0.93 0.18  0.001
F -2.62 -0.87 0.73  -0.002
F -1.79 1.14 1.22  0.007

Charge: -2
Spin multiplicity: 3
HOMO level (alpha / beta) in eV: 0.5331 / 0.5469
Energy above the lowest of the compared OMol25 structures with the same formula, charge and spin in eV: 0.320
Lowest unoccupied orbital energy (alpha / beta) in Eh: 0.188 / 0.185
Orbital gap (alpha / beta) in eV: 4.572 / 4.495

---

(3)
# C12H10BrIN3O3OsSSe

A structure of composition C12H10BrIN3O3OsSSe (ωB97M-V/def2-TZVPD, the OMol25 dataset).

Last column: Mulliken spin population.
Element x y z (Å)
Os -0.72 -0.08 1.10  0.902
N -2.02 0.79 -0.41  -0.004
C -2.76 1.96 0.13  0.001
C -2.01 2.59 1.31  0.004
O -2.11 3.77 1.58  0.020
N -1.33 1.64 2.01  0.016
C -0.67 1.94 3.26  -0.002
C 0.72 1.33 3.19  -0.006
O 1.68 1.74 3.78  0.018
O 0.78 0.25 2.39  0.007
H -1.36 1.09 -1.13  0.003
H -2.63 0.11 -0.84  0.002
H -3.72 1.61 0.51  -0.001
H -2.94 2.71 -0.64  0.000
H -1.18 1.40 4.06  0.000
H -0.65 3.00 3.50  0.001
S -0.20 -2.88 -0.84  -0.012
C -0.41 -1.61 -0.01  -0.053
Br 0.13 0.48 -3.65  0.000
C 1.53 -0.55 -2.91  0.001
C 1.94 -1.67 -3.61  0.000
C 2.98 -2.46 -3.12  0.000
C 3.60 -2.12 -1.93  0.000
C 3.18 -1.00 -1.22  -0.001
C 2.14 -0.22 -1.71  0.001
I 1.56 1.42 -0.57  0.015
H 1.45 -1.94 -4.54  0.000
H 3.29 -3.33 -3.67  0.000
H 4.41 -2.72 -1.54  0.000
H 3.66 -0.74 -0.28  0.000
Se -1.61 -1.50 2.83  0.077
C -2.95 -2.28 1.82  -0.004
N -3.77 -2.75 1.15  0.013

Charge: 0
Spin multiplicity: 2
HOMO level (alpha / beta) in eV: -8.5378 / -8.4353
Energy above the lowest of the compared OMol25 structures with the same formula, charge and spin in eV: 0.913
Lowest unoccupied orbital energy (alpha / beta) in Eh: -0.051 / -0.075
Orbital gap (alpha / beta) in eV: 7.155 / 6.383

---

(4)
# C12H10F2In

A structure of composition C12H10F2In (ωB97M-V/def2-TZVPD, the OMol25 dataset).

Last column: Löwdin charge in e.
Element x y z (Å)
In 1.20 -2.86 -0.16  1.171
F 2.60 -0.72 1.26  -0.027
C 3.42 0.37 1.20  -0.153
C 4.22 0.76 0.10  0.069
C 4.83 2.02 0.17  0.082
C 4.76 2.84 1.32  0.069
C 3.98 2.45 2.34  0.012
C 3.32 1.24 2.25  0.092
H 4.30 0.07 -0.73  0.135
H 5.55 2.24 -0.61  0.149
H 5.36 3.73 1.34  0.157
H 3.87 3.12 3.18  0.152
H 2.79 1.00 3.16  0.158
F -1.66 -2.09 -0.36  -0.026
C -2.91 -1.70 -0.80  -0.132
C -4.02 -2.17 -0.12  0.113
C -5.35 -1.83 -0.53  0.059
C -5.46 -0.98 -1.61  0.086
C -4.33 -0.55 -2.37  0.054
C -3.09 -0.92 -1.94  0.036
H -3.83 -2.84 0.71  0.149
H -6.30 -2.12 -0.12  0.148
H -6.45 -0.74 -1.97  0.153
H -4.47 0.12 -3.20  0.152
H -2.31 -0.44 -2.51  0.143

Charge: +3
HOMO level in eV: -17.8577
Energy above the lowest of the compared OMol25 structures with the same formula, charge and spin in eV: 1.997
Lowest unoccupied orbital energy in Eh: -0.596
Orbital gap in eV: 1.632

---

(5)
# C12H10N4O2

The molecule C12H10N4O2 (ωB97M-V/def2-TZVPD, the OMol25 dataset).

Last column: Löwdin charge in e.
Element x y z (Å)
N -2.38 -3.56 0.89  0.246
N 1.09 -0.34 -4.25  0.237
O 0.27 -1.89 -0.78  0.095
O -2.14 1.16 -1.21  0.037
N -2.08 -2.46 0.68  -0.076
N 0.15 0.14 -3.61  -0.053
C -0.30 -0.99 -0.24  -0.388
C -0.97 0.85 -1.56  -0.356
C -1.61 -1.30 0.36  -0.062
C -0.84 0.70 -2.96  -0.065
C 3.44 1.25 3.35  -0.093
C 3.55 1.60 2.02  -0.119
C 2.13 1.06 3.90  -0.089
C 2.46 1.81 1.20  -0.042
C 1.02 1.19 3.07  -0.045
C 1.15 1.50 1.68  -0.204
C 0.08 0.46 -0.48  -0.116
C 0.02 1.53 0.71  -0.099
H -2.28 -0.50 0.61  0.113
H -1.65 1.17 -3.52  0.143
H 4.30 1.14 4.12  0.133
H 4.54 1.63 1.65  0.090
H 1.97 0.81 4.96  0.103
H 2.71 2.13 0.18  0.123
H -0.01 1.20 3.46  0.115
H 1.15 0.55 -0.93  0.168
H -0.91 1.44 1.18  0.085
H -0.03 2.53 0.34  0.120

Charge: 0
HOMO level in eV: -9.0776
Energy above the lowest of the compared OMol25 structures with the same formula, charge and spin in eV: 5.443
Lowest unoccupied orbital energy in Eh: -0.023
Orbital gap in eV: 8.455

---

(6)
# C12H10N4OTl

A structure of composition C12H10N4OTl (ωB97M-V/def2-TZVPD, the OMol25 dataset).

Last column: Löwdin charge in e.
Element x y z (Å)
Tl 2.72 -4.68 1.99  0.975
O 2.29 -7.19 0.54  -0.009
N 1.72 -6.41 1.28  -0.148
N -0.28 1.81 0.45  0.160
C -1.04 2.67 -0.30  -0.194
C -1.35 4.03 -0.15  -0.002
C -2.18 4.59 -1.13  -0.071
C -2.66 3.82 -2.20  -0.071
C -2.33 2.47 -2.32  0.010
C -1.50 1.89 -1.34  -0.233
N -1.04 0.60 -1.23  0.188
C -0.30 0.57 -0.14  -0.256
C 0.41 -0.62 0.38  -0.093
C 1.18 -0.60 1.54  0.032
C 1.80 -1.77 1.94  -0.110
N 1.71 -2.94 1.28  -0.165
C 0.96 -2.94 0.16  -0.094
C 0.30 -1.82 -0.33  0.040
H 0.21 2.06 1.30  0.156
H -0.98 4.62 0.68  0.111
H -2.45 5.64 -1.06  0.111
H -3.30 4.28 -2.95  0.109
H -2.70 1.87 -3.14  0.115
H 1.31 0.30 2.14  0.122
H 2.41 -1.79 2.84  0.117
H 0.91 -3.89 -0.36  0.120
H -0.28 -1.89 -1.24  0.133
H 4.47 -4.68 1.37  -0.054

Charge: +1
HOMO level (alpha / beta) in eV: -11.2204 / -11.2234
Lowest unoccupied orbital energy (alpha / beta) in Eh: -0.200 / -0.213
Orbital gap (alpha / beta) in eV: 5.777 / 5.426

---

(7)
# C12H10N5O4

The ion C12H10N5O4 with charge -1 (ωB97M-V/def2-TZVPD, the OMol25 dataset).

Last column: Löwdin charge in e.
Element x y z (Å)
C 4.62 2.93 0.24  -0.061
O 4.35 1.78 -0.62  -0.117
C 3.28 0.99 -0.42  -0.307
C 2.96 0.06 -1.44  -0.033
C 1.73 -0.53 -1.48  -0.017
C 0.76 -0.25 -0.45  -0.317
O -0.39 -0.92 -0.50  -0.040
C 1.16 0.59 0.61  -0.042
C 2.39 1.15 0.68  -0.038
H 5.52 3.37 -0.19  0.081
H 3.78 3.64 0.21  0.091
H 4.80 2.59 1.27  0.083
H 3.70 -0.15 -2.19  0.100
H 1.40 -1.15 -2.30  0.107
H 0.45 0.76 1.41  0.084
H 2.68 1.76 1.55  0.103
O -0.55 -0.83 2.52  -0.013
N -1.38 -1.73 2.21  -0.341
C -2.23 -1.47 1.12  -0.161
C -1.85 -0.36 0.27  -0.056
N -2.84 -0.18 -0.74  -0.026
N -2.72 0.77 -1.72  0.036
N -3.80 0.68 -2.47  -0.067
N -4.62 -0.34 -2.03  0.027
C -3.98 -0.88 -0.97  -0.326
C -4.27 -1.99 -0.12  -0.053
C -3.33 -2.32 0.81  -0.022
O -1.45 -2.80 2.87  -0.013
H -1.56 0.56 0.73  0.133
H -5.21 -2.51 -0.27  0.091
H -3.39 -3.24 1.40  0.115

Charge: -1
HOMO level in eV: -4.3753
Energy above the lowest of the compared OMol25 structures with the same formula, charge and spin in eV: 0.000
Lowest unoccupied orbital energy in Eh: 0.105
Orbital gap in eV: 7.227

---

(8)
# C12H10OS

The molecule C12H10OS (ωB97M-V/def2-TZVPD, the OMol25 dataset).

Last column: Löwdin charge in e.
Element x y z (Å)
O -3.92 -2.52 -1.70  -0.012
C -3.08 -1.81 -0.91  -0.604
S -1.31 -2.08 -1.40  0.837
C -3.71 -1.19 0.09  -0.090
C -3.29 -0.50 1.32  -0.043
C -2.08 0.07 1.67  -0.081
C -0.83 -0.09 1.02  -0.056
C 0.37 -0.16 0.83  0.016
C 1.70 -0.01 0.29  -0.250
C 1.72 0.74 -0.86  -0.059
C 2.76 1.55 -1.18  -0.096
C 3.81 1.57 -0.34  -0.122
C 3.81 0.71 0.71  -0.093
C 2.85 -0.22 1.02  -0.008
H -3.42 -2.76 -2.44  0.035
H -0.77 -0.97 -0.96  -0.194
H -4.71 -1.40 -0.04  0.091
H -4.09 -0.15 1.86  0.072
H -1.80 0.55 2.49  0.061
H 0.76 0.68 -1.41  0.125
H 2.83 2.15 -2.16  0.144
H 4.64 2.28 -0.44  0.119
H 4.78 0.71 1.24  0.118
H 2.86 -0.86 1.81  0.088

Charge: 0
SMILES: O/C(S)=C/C=C\C#Cc1ccccc1
HOMO level in eV: -7.7675
Energy above the lowest of the compared OMol25 structures with the same formula, charge and spin in eV: 2.766
Lowest unoccupied orbital energy in Eh: 0.006
Orbital gap in eV: 7.918

---

no.,electronic energy (eV)
1,-125173.8119
2,-99479.4263
3,-180010.3893
4,-23179.0784
5,-22656.4219
6,-25296.4642
7,-28243.0255
8,-25483.8954